[1]
Computed, not measured: C45H67BF6InN13O4S5 as an isolated structure, with ωB97M-V with the def2-TZVPD basis set.

Structure (XYZ):
```
142
Properties=species:S:1:pos:R:3:forces:R:3:mulliken_charge:R:1
In -0.063 0.525 -2.222 0.3513 -0.4561 0.0755 2.61
C -0.610 -5.386 -1.438 -0.0417 0.1129 0.0153 -1.77
C -0.817 -4.399 -0.332 0.0664 -0.0736 -0.2115 0.18
C -1.087 -4.767 0.939 0.0051 -0.0916 0.2341 -0.81
C -1.276 -3.800 1.981 -0.0055 -0.1578 0.0813 0.26
N -1.209 -2.533 1.724 0.0215 -0.0014 -0.1093 -0.80
N -0.945 -2.167 0.438 -0.1233 0.4603 0.0937 0.58
B -0.997 -0.666 0.361 0.1324 -0.2120 0.1365 -1.19
N 0.058 0.248 0.398 0.0200 -0.2207 -0.0501 0.92
N 1.777 0.262 1.973 -0.1240 -0.1308 -0.1760 2.52
C 2.911 0.653 2.485 0.1396 0.0262 0.0916 -0.16
C 3.906 1.178 1.611 0.0443 -0.1129 0.1005 -1.53
C 3.530 1.659 0.402 -0.0593 0.1564 -0.1971 0.43
C 4.457 2.461 -0.432 -0.1216 -0.0142 -0.0678 -1.83
C 2.082 1.537 -0.007 0.0633 0.2078 -0.0775 3.03
S 1.682 2.201 -1.659 -0.3414 0.1041 -0.1198 -0.71
C 3.065 0.567 3.990 -0.0298 0.0487 0.0569 2.06
C 3.097 -0.921 4.386 0.0646 -0.0131 -0.0218 -1.47
C 4.354 1.247 4.451 0.0188 0.0069 0.0290 -2.08
C 1.854 1.260 4.650 0.0235 0.0599 -0.0283 -1.44
N -2.366 -0.021 0.482 0.2296 -0.1017 0.1764 0.38
N -2.611 0.175 1.801 0.0329 0.0715 -0.2518 -0.23
C -3.735 0.752 2.120 -0.2029 0.0083 0.0273 -0.13
C -4.677 1.088 1.111 -0.1703 -0.1006 0.1812 -0.58
C -4.419 0.889 -0.207 -0.1746 0.0284 -0.2668 0.01
C -5.384 1.260 -1.291 0.1005 0.0337 0.0782 -2.00
C -3.138 0.366 -0.532 0.0863 0.1034 0.0782 1.33
S -2.617 0.268 -2.176 0.2248 0.1350 0.0086 -0.42
C -4.042 1.013 3.587 0.0774 -0.0036 -0.0687 2.23
C -4.492 2.475 3.734 0.0153 0.0430 0.0208 -1.68
C -5.177 0.065 4.006 -0.0417 0.0136 -0.0138 -1.75
C -2.816 0.766 4.470 -0.0283 -0.0970 -0.1147 -1.18
C -0.732 -2.985 -0.608 0.0588 -0.0433 -0.1564 1.21
S -0.350 -2.354 -2.115 -0.1802 -0.2693 0.0700 -0.41
C -1.541 -4.239 3.412 0.0235 0.0203 -0.0636 2.21
C -2.773 -5.155 3.426 -0.0363 -0.0234 0.0045 -1.81
C -0.310 -5.010 3.912 0.0194 -0.0234 -0.0128 -1.57
C -1.793 -3.036 4.318 0.0063 0.0302 -0.0491 -1.58
H -0.572 -6.402 -1.049 -0.0131 0.0138 -0.0005 0.43
H 0.310 -5.168 -1.983 -0.0044 -0.0106 0.0374 0.30
H -1.424 -5.315 -2.164 0.0286 0.0149 0.0234 0.37
H -1.154 -5.821 1.184 -0.0063 0.0564 0.0057 0.45
H 4.900 1.370 1.987 -0.0437 -0.0472 0.0027 0.73
H 5.471 2.459 -0.038 -0.0188 -0.0101 0.0097 0.56
H 4.086 3.491 -0.477 0.0081 -0.0309 0.0159 0.35
H 4.434 2.102 -1.465 0.0407 -0.0184 0.0131 0.18
H 3.969 -1.429 3.964 -0.0592 0.0265 0.0193 0.36
H 2.195 -1.452 4.068 0.0333 0.0408 0.0315 0.04
H 3.163 -0.992 5.473 -0.0074 -0.0068 -0.0460 0.49
H 5.243 0.763 4.041 -0.0434 0.0203 0.0351 0.44
H 4.418 1.175 5.537 0.0051 0.0108 -0.0210 0.45
H 4.372 2.307 4.186 -0.0116 -0.0594 0.0122 0.43
H 0.923 0.696 4.531 0.0565 0.0350 -0.0224 0.21
H 1.696 2.264 4.249 0.0230 -0.1140 0.0441 0.24
H 2.042 1.346 5.720 -0.0001 -0.0466 -0.0088 0.56
H -5.627 1.523 1.399 0.0687 -0.0064 0.0042 0.52
H -6.363 1.475 -0.869 0.0164 0.0101 -0.0112 0.47
H -5.479 0.456 -2.023 -0.0207 0.0027 0.0347 0.41
H -5.022 2.149 -1.814 0.0053 -0.0369 0.0471 0.33
H -5.458 2.662 3.261 0.0682 0.0048 0.0170 0.38
H -3.757 3.162 3.305 -0.0231 -0.0246 0.0264 0.20
H -4.599 2.714 4.794 -0.0165 -0.0133 -0.0357 0.51
H -6.086 0.238 3.423 0.0548 -0.0213 0.0465 0.37
H -5.420 0.226 5.058 0.0063 0.0034 -0.0617 0.49
H -4.883 -0.981 3.880 -0.0067 0.0424 0.0161 0.26
H -1.981 1.397 4.163 0.0299 0.0327 0.0072 0.03
H -2.498 -0.279 4.422 -0.0090 0.1321 0.0099 -0.18
H -3.075 1.002 5.504 0.0321 -0.0129 -0.0542 0.64
H -2.611 -6.079 2.867 -0.0121 0.0491 0.0228 0.36
H -3.648 -4.649 3.010 0.0381 -0.0188 0.0261 0.37
H -3.003 -5.435 4.456 0.0106 0.0003 -0.0422 0.48
H -0.090 -5.882 3.291 -0.0145 0.0418 0.0429 0.37
H -0.487 -5.365 4.929 0.0107 0.0145 -0.0383 0.47
H 0.576 -4.367 3.927 -0.0411 -0.0307 0.0027 0.23
H -2.647 -2.450 3.970 0.0326 -0.0654 0.0213 0.15
H -0.927 -2.371 4.354 -0.0404 -0.0293 0.0027 0.06
H -2.001 -3.387 5.330 0.0104 0.0216 -0.0337 0.50
C 4.691 -2.201 -0.477 -0.0470 -0.0356 -0.0384 -1.27
N 3.581 -2.128 -1.417 -0.0642 0.0002 -0.0069 0.87
C 3.649 -3.029 -2.560 -0.0121 0.0223 0.0660 -1.11
C 2.582 -1.211 -1.296 0.1905 -0.1417 0.3635 -0.40
N 2.002 -0.595 -2.265 -0.1661 0.3195 -0.3189 1.02
C 2.573 -0.359 -3.542 0.0479 0.0072 0.2232 -0.12
C 3.947 -0.324 -3.780 0.0217 -0.0253 0.1083 -0.70
C 4.457 -0.133 -5.051 -0.0704 0.0497 -0.1202 -1.05
C 3.580 0.014 -6.120 0.0281 -0.0402 0.0901 -0.81
C 2.218 0.071 -5.884 -0.0416 0.0140 -0.0086 -1.03
C 1.700 -0.035 -4.591 -0.3726 -0.0023 -0.1075 0.07
N 0.299 0.110 -4.327 0.2668 0.1451 -0.0449 1.00
C -0.472 0.838 -5.177 0.1890 -0.1560 -0.2093 -0.19
N -1.699 0.373 -5.458 -0.2557 -0.0676 0.2988 0.28
C -2.855 1.258 -5.643 0.1098 -0.1304 -0.0505 -1.27
C -2.006 -1.057 -5.328 0.0281 0.1614 -0.1036 -0.87
N -0.075 1.989 -5.738 0.0819 0.1839 -0.0452 0.49
C -0.541 2.421 -7.057 0.0546 -0.0026 0.0829 -1.37
C 1.003 2.807 -5.184 -0.1486 -0.0217 -0.1424 -0.91
N 2.112 -1.030 0.012 0.0332 -0.0394 0.0485 1.82
C 1.514 0.202 0.510 -0.0698 -0.1799 0.0803 -3.63
C 2.118 -2.188 0.921 0.0200 0.1421 -0.0709 -1.29
H 5.632 -2.163 -1.031 -0.0067 0.0196 -0.0160 0.43
H 4.677 -3.131 0.097 0.0030 0.0016 -0.0183 0.33
H 4.664 -1.355 0.207 -0.0085 -0.0113 -0.0254 0.30
H 4.462 -2.768 -3.241 -0.0022 0.0015 0.0149 0.35
H 2.710 -3.003 -3.110 0.0036 0.0070 0.0296 0.28
H 3.816 -4.042 -2.190 -0.0007 -0.0017 0.0030 0.43
H 4.625 -0.447 -2.944 -0.0246 -0.0160 -0.0534 0.63
H 5.528 -0.113 -5.209 -0.0421 -0.0181 0.0020 0.49
H 3.955 0.098 -7.132 -0.0067 0.0183 0.0300 0.44
H 1.535 0.208 -6.716 0.0678 0.0054 0.0376 0.50
H -3.258 1.180 -6.652 0.0086 0.0069 -0.0113 0.38
H -2.580 2.289 -5.440 0.0213 -0.0054 0.0124 0.37
H -3.629 0.964 -4.934 -0.0088 -0.0262 0.0124 0.43
H -2.786 -1.293 -6.051 0.0129 -0.0061 -0.0127 0.44
H -2.364 -1.315 -4.332 -0.0267 0.0210 0.0311 0.21
H -1.124 -1.650 -5.548 0.0391 0.0192 0.0020 0.30
H -1.133 1.641 -7.526 0.0126 -0.0069 0.0084 0.44
H 0.332 2.616 -7.682 0.0156 0.0075 0.0122 0.41
H -1.129 3.337 -6.993 -0.0073 -0.0074 0.0095 0.39
H 1.215 2.532 -4.158 0.0025 -0.0398 0.0355 0.22
H 0.689 3.850 -5.208 -0.0252 0.0218 -0.0056 0.46
H 1.917 2.694 -5.768 0.0082 -0.0008 -0.0153 0.31
H 1.596 2.296 0.632 0.1464 -0.2237 0.0629 -1.44
H 1.006 0.017 2.585 0.0139 0.0553 -0.0242 -0.12
H -0.284 1.205 0.572 0.0481 -0.0189 -0.0180 -0.89
H 2.988 -2.198 1.580 0.0188 0.0129 -0.0093 0.09
H 2.116 -3.099 0.330 -0.0156 -0.0068 -0.0304 0.55
H 1.228 -2.188 1.545 -0.0135 0.0252 0.0165 0.25
F -1.499 4.005 -2.715 0.1316 0.1535 0.1741 -0.24
C -1.403 4.760 -1.594 -0.1474 -0.1749 -0.1716 0.53
F -2.243 5.772 -1.701 -0.0039 0.0783 0.0111 -0.20
F -0.173 5.206 -1.471 0.1660 -0.0024 -0.0462 -0.20
S -1.893 3.679 -0.183 -0.1035 -0.4846 0.3748 1.14
O -1.108 2.457 -0.379 -0.4398 0.5638 -0.2397 -0.75
O -3.312 3.563 -0.338 0.1928 0.1582 0.1251 -0.73
N -1.474 4.389 1.152 0.3304 -0.2042 -0.1020 -0.73
S -0.087 3.926 1.810 -0.0881 0.3308 -0.2126 1.22
O -0.107 2.574 2.341 -0.1014 0.1343 -0.1369 -0.51
O 1.090 4.299 1.063 -0.2319 -0.1787 0.1984 -0.84
C -0.101 5.014 3.287 -0.2584 0.0961 -0.1434 0.52
F 0.951 4.660 4.022 0.1174 0.0455 0.1684 -0.19
F -1.211 4.834 3.990 0.0518 0.0012 0.0546 -0.18
F 0.009 6.281 2.931 -0.0045 -0.0481 0.0673 -0.20
```
Positions in Å, forces in eV/Å.

Its spin multiplicity is 1. The value obtained for the HOMO-LUMO gap is 6.9 eV. The net charge is +2. The value obtained for the HOMO energy is -12.31 eV.

***

[2]
Computed, not measured: a 14-piece molecular cluster, C45H69F6N4O21S2 overall in a non-equilibrium geometry, with ωB97M-V with the def2-TZVPD basis set.

Structure (XYZ):
```
147
Properties=species:S:1:pos:R:3:forces:R:3:mulliken_charge:R:1
C 1.988 -0.805 -0.330 -0.4140 -0.1102 0.3904 0.09
F 1.484 -0.649 -1.549 0.2132 0.0002 -0.0308 0.11
F 2.081 -2.100 -0.023 0.1137 -0.0187 -0.2537 -0.22
F 3.203 -0.264 -0.278 -0.0945 -0.0166 -0.0364 -0.07
S 0.919 -0.002 0.934 -0.1701 -0.5561 0.0326 0.57
O 1.556 -0.286 2.173 0.1549 -0.4034 0.3984 -0.86
O 0.829 1.381 0.556 -0.0679 -0.0223 -0.4828 0.22
N -0.477 -0.859 0.706 1.1447 1.2792 -0.0164 0.07
S -1.680 0.145 1.026 -1.1576 1.3955 0.4792 1.11
O -1.656 0.626 2.385 -0.0018 -0.4379 0.0299 -0.97
O -1.910 1.151 0.028 -0.1065 -0.4387 -0.3586 -0.10
C -3.163 -0.954 0.892 0.8134 -0.6764 -0.3951 -0.18
F -3.138 -1.557 -0.304 -0.3109 0.1971 0.0932 -0.22
F -3.184 -1.916 1.817 -0.0391 0.1655 0.1477 -0.14
F -4.243 -0.210 1.020 -0.1368 0.1419 -0.0608 -0.13
O -6.698 -0.696 -0.883 -0.1949 0.1122 -0.0026 -0.56
C -6.625 -1.793 -0.427 0.2826 -0.4522 0.5866 0.54
O -6.304 -2.874 -1.177 -0.0342 -0.0327 -0.3544 -0.43
C -6.233 -4.098 -0.412 -0.6863 0.8744 0.1427 0.18
C -6.955 -3.775 0.900 1.2055 0.0074 0.8408 -0.74
C -6.805 -2.253 1.028 -0.9259 -0.3413 -0.5464 -0.03
H -5.181 -4.326 -0.259 -0.0186 -0.3088 -0.0814 -0.16
H -6.772 -4.849 -0.982 0.3642 -0.2247 -0.1024 0.36
H -6.422 -4.256 1.724 -0.2019 -0.1706 -0.0463 0.36
H -7.990 -4.103 0.944 -0.0785 0.0931 -0.2827 0.27
H -5.960 -1.926 1.628 0.1074 -0.0863 -0.0404 -0.16
H -7.718 -1.841 1.456 0.1516 0.3909 -0.0720 0.44
O 6.412 -2.239 3.141 0.2742 -0.1442 0.1269 -0.59
C 6.352 -2.867 2.127 -0.4963 0.1535 0.1856 0.51
O 7.206 -2.671 1.097 -0.0696 0.1713 -0.2272 -0.42
C 6.688 -3.257 -0.126 0.1030 -0.1502 0.6406 -0.19
C 5.286 -3.763 0.225 -0.2884 -0.5425 -0.5837 0.51
C 5.334 -3.925 1.737 0.4004 0.3766 -0.3832 -0.44
H 7.345 -4.088 -0.385 0.0898 0.1188 -0.1834 0.31
H 6.705 -2.470 -0.873 -0.0250 -0.1789 -0.1840 -0.02
H 5.083 -4.720 -0.256 0.1248 0.0384 -0.0640 0.25
H 4.506 -3.097 -0.146 0.0690 0.2585 0.3353 -0.42
H 5.786 -4.891 1.972 -0.1725 -0.0388 0.2012 0.31
H 4.390 -3.793 2.249 0.0011 -0.0215 0.1295 0.21
O 5.870 -1.296 -4.215 -0.0937 -0.1593 0.0303 -0.65
C 6.010 -0.495 -3.337 -0.0063 0.2351 -0.1996 0.42
O 5.551 -0.709 -2.083 -0.2866 0.0916 0.0497 -0.12
C 5.908 0.396 -1.216 0.4645 -0.4254 -0.0500 0.17
C 7.080 1.076 -1.933 -0.2480 0.2201 0.4309 -0.67
C 6.709 0.850 -3.397 0.0021 -0.4984 0.5034 -0.13
H 6.171 -0.078 -0.273 0.0542 0.2623 0.1493 0.50
H 5.067 1.066 -1.081 -0.1222 -0.0940 -0.0932 -0.42
H 8.005 0.599 -1.606 0.1075 -0.0368 -0.3521 0.29
H 7.137 2.132 -1.668 0.0241 -0.0104 -0.0211 0.39
H 7.526 0.770 -4.105 0.0088 0.3028 -0.0648 0.39
H 5.964 1.597 -3.680 0.1164 0.0141 -0.2997 -0.15
O 0.983 6.554 -2.875 0.1523 0.2378 -0.1327 -0.63
C 0.560 5.441 -2.831 -0.0564 -0.3727 0.0972 0.37
O -0.077 4.863 -3.891 -0.1206 0.0575 -0.0534 -0.41
C -0.574 3.556 -3.542 0.2167 0.1957 0.7441 -0.33
C -0.572 3.519 -2.000 0.3999 -0.5923 -0.9297 0.65
C 0.594 4.450 -1.693 -0.7377 0.1667 0.8283 1.61
H 0.121 2.814 -3.933 -0.1468 -0.0754 -0.2473 0.00
H -1.571 3.446 -3.957 0.0594 -0.0733 -0.2340 0.38
H -0.409 2.509 -1.628 -0.1441 0.0105 0.0747 -0.44
H -1.547 3.858 -1.656 0.1575 0.2726 0.3157 -0.19
H 1.561 3.947 -1.657 -0.0118 -0.1119 -0.2743 -0.87
H 0.464 4.917 -0.717 0.1598 0.3299 -0.1491 -0.19
O -4.562 3.914 5.532 -0.0019 0.0869 0.1328 -0.58
C -4.498 2.726 5.469 0.2769 -0.2282 -0.0194 0.43
O -4.336 2.078 4.287 -0.3810 -0.0901 -0.5362 -0.21
C -4.467 0.648 4.443 0.3847 0.3382 0.9491 0.21
C -5.126 0.498 5.819 -0.0581 -0.1933 -0.1748 -0.55
C -4.535 1.683 6.573 -0.1105 -0.0450 -0.3738 -0.58
H -3.454 0.240 4.476 -0.0543 -0.1242 -0.2399 0.06
H -5.024 0.216 3.618 -0.0438 0.2104 -0.1174 -0.09
H -4.916 -0.485 6.237 -0.0496 0.0650 0.1589 0.36
H -6.206 0.647 5.758 -0.0091 -0.1949 -0.1227 0.32
H -3.498 1.482 6.851 -0.0479 0.0824 0.2000 0.25
H -5.120 2.030 7.417 0.1228 0.0122 0.1122 0.35
O -2.020 7.567 2.805 -0.0545 0.2134 -0.0813 -0.63
C -2.316 6.495 2.365 0.1120 -0.1352 0.0778 0.26
O -3.445 5.853 2.755 -0.0357 -0.2064 0.0562 -0.39
C -3.563 4.602 2.078 -0.1475 -0.7263 -0.4993 0.16
C -2.181 4.265 1.520 -0.3215 -0.2083 -0.7965 1.60
C -1.513 5.628 1.406 0.1741 -0.1089 0.4828 0.34
H -4.322 4.687 1.290 0.1735 0.3071 -0.0636 0.18
H -3.900 3.776 2.700 -0.0782 0.5051 0.6347 -0.15
H -2.316 3.763 0.561 0.1951 0.0894 -0.0365 -1.12
H -1.667 3.527 2.133 0.1521 0.3267 0.2764 -0.14
H -1.538 6.039 0.396 -0.1299 0.1106 0.0414 0.34
H -0.482 5.668 1.760 0.0033 -0.0997 -0.1425 -0.45
O 1.852 -2.326 -4.955 -0.1884 0.2276 -0.1106 -0.59
C 2.335 -3.244 -4.366 0.1203 -0.3332 0.1202 0.39
O 2.782 -4.354 -5.021 0.3159 0.0734 -0.0084 -0.43
C 3.282 -5.317 -4.075 -0.6922 -0.0760 0.1917 -0.60
C 3.610 -4.505 -2.828 -0.4190 -0.1271 0.1474 -0.37
C 2.562 -3.405 -2.867 0.2353 0.4672 -0.9340 1.48
H 4.134 -5.863 -4.469 0.0225 0.2136 -0.2997 0.39
H 2.461 -6.024 -3.920 0.1505 -0.0940 0.2154 0.24
H 4.607 -4.084 -2.966 0.0283 0.0392 0.3246 0.13
H 3.517 -5.080 -1.909 0.3539 -0.1604 -0.0698 0.33
H 2.912 -2.442 -2.508 0.0161 -0.0460 0.1563 -0.97
H 1.600 -3.629 -2.400 0.1089 -0.1282 0.1272 -0.10
C -4.415 2.824 -1.608 -0.5603 0.9092 0.2793 -0.42
O -5.516 2.091 -1.096 0.1970 0.0181 -0.0388 -0.53
H -3.557 2.780 -0.936 0.2218 -0.3549 -0.3130 -0.09
H -4.210 2.477 -2.616 0.2502 -0.2738 0.0805 0.34
H -4.689 3.889 -1.693 0.0873 -0.0666 -0.0950 0.40
H -5.606 2.352 -0.176 -0.1525 -0.1592 0.0511 0.28
C -1.036 -2.213 -2.535 -0.3274 -0.0512 -0.6530 -0.50
O -0.414 -2.793 -1.408 0.0323 -0.1034 0.2373 -0.12
H -1.238 -1.148 -2.398 -0.0290 -0.0242 0.0692 -0.03
H -0.416 -2.321 -3.433 0.1735 0.0272 0.1866 0.20
H -1.981 -2.722 -2.757 -0.0355 0.1326 0.1492 0.33
H -0.409 -2.121 -0.708 -0.0759 -0.2358 -0.0937 0.18
C 0.482 -3.265 3.039 0.7623 0.4410 -0.5597 -0.62
O -0.682 -3.206 2.252 -0.7194 -0.7884 0.0235 -0.41
H 1.375 -3.357 2.400 -0.0421 -0.0345 0.1105 0.08
H 0.622 -2.352 3.623 -0.0861 -0.1347 0.1889 0.24
H 0.457 -4.146 3.675 -0.2706 0.0258 0.0902 0.34
H -0.677 -2.438 1.664 0.4354 0.1332 0.3316 0.27
N 1.254 3.636 2.303 0.2315 -0.0741 -0.2668 0.48
C 2.086 4.594 1.792 -0.2190 -0.1894 0.0694 -0.54
C 2.133 5.636 2.684 0.3274 -0.1193 -0.2080 -0.76
C 1.321 5.273 3.787 -0.5037 0.0562 0.0647 -0.67
C 0.778 4.039 3.512 0.2306 0.0920 0.0644 -0.52
H 1.075 2.760 1.830 -0.1233 0.1188 0.1999 0.26
H 2.560 4.435 0.837 0.0562 0.1074 -0.0002 0.40
H 2.725 6.524 2.539 -0.1080 0.1062 0.1293 0.44
H 1.059 5.878 4.640 0.1599 0.0080 0.0397 0.43
H 0.111 3.417 4.084 -0.0394 0.0071 -0.0026 0.52
N 2.858 2.361 -3.924 -0.2571 -0.4615 0.1612 0.19
C 3.500 3.426 -4.487 -0.2557 0.3567 0.0663 -0.94
C 4.270 4.005 -3.514 0.2464 -0.1665 0.1018 -0.77
C 4.110 3.229 -2.335 0.3332 0.2167 -0.0481 0.37
C 3.234 2.215 -2.619 0.1377 0.4066 0.2664 -0.94
H 2.089 1.848 -4.318 0.2178 -0.1053 -0.2975 0.30
H 3.315 3.725 -5.504 -0.0305 -0.0536 -0.0220 0.46
H 4.907 4.869 -3.601 -0.0509 0.0276 -0.1746 0.44
H 4.632 3.426 -1.412 -0.1654 -0.1316 0.1288 0.46
H 2.836 1.462 -1.963 -0.1308 -0.1093 -0.2075 0.35
N -2.256 -5.106 0.177 -0.4593 0.2126 -0.0136 0.27
C -2.704 -5.527 -1.046 0.0839 0.1646 0.3742 -0.43
C -3.595 -6.549 -0.832 0.3560 0.0980 -0.3166 -0.59
C -3.690 -6.747 0.576 -0.2525 -0.1589 -0.4665 -0.66
C -2.876 -5.817 1.166 0.4085 0.0732 0.0508 -0.57
H -1.736 -4.258 0.350 0.2918 -0.1659 -0.0615 0.20
H -2.346 -5.053 -1.944 -0.0417 -0.0474 -0.0454 0.35
H -4.066 -7.085 -1.640 -0.1546 -0.1516 0.1913 0.44
H -4.284 -7.519 1.037 0.0327 0.0952 0.2497 0.42
H -2.606 -5.612 2.188 -0.1768 -0.0640 0.0552 0.47
```
Positions in Å, forces in eV/Å.

Its spin multiplicity is 1. The value obtained for the HOMO-LUMO gap is 8.1 eV. The net charge is -1. The value obtained for the HOMO energy is -6.21 eV.

***

Q: net charge of number 1 (C45H67BF6InN13O4S5)?
A: +2

***

Q: Which value of HOMO energy does entry 2 give?
A: -6.21 eV